Density functional theory data (wB97M-V/def2-TZVPD) for a 3-piece molecular cluster, C21H42N2O10S2 overall in a non-equilibrium geometry.

Geometry as XYZ:
```
77
Properties=species:S:1:pos:R:3:forces:R:3
C 3.94558 3.00151 -0.20998 0.0 -0.1 0.0
C 4.11175 1.58381 0.28076 0.6 -0.6 -0.3
O 5.11797 0.93149 0.09704 -0.8 0.5 0.4
O 3.01502 1.06094 0.92240 0.4 0.9 0.1
C 3.29601 0.56821 2.25576 0.2 -0.4 0.1
C 1.95027 0.24702 2.87392 -0.3 -0.2 -0.5
C 1.19950 -0.84570 2.05270 0.3 0.4 0.3
C -0.06010 -0.31013 1.33836 -0.1 -0.5 -0.3
C -1.20450 -1.35656 1.23899 0.3 0.5 0.1
C -2.33584 -1.14416 2.26996 0.2 -1.2 0.8
C -2.75197 -2.50509 2.92378 0.0 -0.6 -0.4
C -3.95998 -2.97944 2.10084 -0.2 0.0 0.0
O -4.67018 -3.94480 2.29546 0.6 0.6 -0.3
N -4.09047 -2.04339 1.06237 -0.4 0.0 0.6
C -3.69411 -0.75103 1.67158 -0.1 -0.2 0.0
C -3.74081 0.42471 0.69699 0.4 -0.1 -0.5
C -3.69208 1.73357 1.47253 0.3 0.9 0.1
O -2.63533 2.33104 1.59679 -0.6 -0.6 0.3
N -4.86288 2.24331 2.09905 0.2 -1.3 -0.3
C -4.83079 2.12028 3.56630 0.1 0.9 0.1
C -6.13455 1.79839 1.52299 -0.1 0.4 0.1
H 3.46621 3.62608 0.55101 0.1 -0.1 -0.1
H 4.93576 3.38637 -0.46413 -0.2 0.0 0.0
H 3.31113 3.00844 -1.10283 0.0 0.0 0.2
H 3.94286 -0.31540 2.18314 -0.2 0.1 0.0
H 3.84750 1.33226 2.82488 -0.2 0.0 -0.2
H 1.35506 1.16794 2.85540 0.1 -0.1 0.2
H 2.05910 -0.05359 3.92100 0.2 0.1 -0.1
H 0.96385 -1.69269 2.70744 -0.1 0.1 -0.1
H 1.90007 -1.22546 1.29873 -0.2 -0.1 0.1
H -0.42090 0.59856 1.83517 0.0 -0.1 -0.1
H 0.22572 -0.05506 0.31247 0.0 0.3 0.2
H -0.75638 -2.34140 1.40702 -0.1 0.1 -0.1
H -1.59852 -1.37374 0.21676 -0.1 0.0 0.2
H -1.98935 -0.49784 3.08426 -0.2 0.3 -0.3
H -2.96387 -2.48619 3.99809 -0.2 0.2 -0.2
H -2.00940 -3.30284 2.79484 0.1 0.3 0.1
H -4.97825 -2.07062 0.57184 0.1 -0.1 0.1
H -4.38520 -0.58604 2.51766 0.1 0.4 -0.2
H -2.85416 0.38884 0.05045 -0.2 0.1 0.1
H -4.60838 0.32917 0.03765 0.0 0.1 0.2
H -3.79286 2.02567 3.89982 -0.2 -0.1 0.0
H -5.22866 3.03647 4.02217 0.0 -0.2 -0.1
H -5.43856 1.27852 3.92146 0.2 0.0 -0.1
H -6.22051 2.17568 0.49817 0.0 -0.3 0.1
H -6.94554 2.26665 2.09250 0.2 -0.1 -0.1
H -6.28264 0.71056 1.54894 0.0 0.1 0.0
O 1.27608 2.55869 -2.07969 0.1 -0.2 -0.1
S -0.08594 2.12039 -2.17869 -0.3 0.2 -0.2
O -0.37762 0.71670 -2.17495 0.1 -0.1 0.1
O -0.73418 2.78450 -3.47124 -0.1 -0.1 0.2
C -0.05615 2.59857 -4.73486 0.2 0.0 -0.4
C -0.20670 1.19872 -5.29480 0.0 -0.1 0.2
C -1.06628 2.92126 -0.96893 0.0 0.1 0.0
H 0.99322 2.87565 -4.62026 0.0 0.0 0.1
H -0.51870 3.32551 -5.39932 -0.1 0.0 0.1
H 0.28595 0.45786 -4.66745 0.0 0.0 0.0
H 0.23986 1.15281 -6.28832 0.0 0.1 0.0
H -1.25940 0.92546 -5.36643 0.0 0.0 0.0
H -0.86151 3.98803 -0.99387 0.0 0.0 0.0
H -0.79141 2.50075 -0.00435 0.0 0.0 0.0
H -2.11254 2.71643 -1.17576 0.0 0.0 0.0
O 3.17537 -2.84253 -0.48472 -0.1 -0.1 0.0
S 3.33426 -2.56725 -1.88203 0.3 0.2 -0.2
O 2.72020 -3.42940 -2.84707 -0.1 0.0 0.1
O 4.89006 -2.44247 -2.19937 -0.2 0.0 -0.1
C 5.74663 -3.53131 -1.79966 0.3 -0.3 0.2
C 5.59940 -4.75913 -2.67548 -0.2 0.0 -0.1
C 2.89483 -0.90355 -2.22457 0.0 0.1 0.0
H 5.56388 -3.76256 -0.74890 -0.1 0.0 0.0
H 6.75409 -3.12728 -1.87812 -0.1 0.1 0.0
H 4.61002 -5.20309 -2.57951 0.0 0.0 0.0
H 6.33915 -5.50612 -2.38546 0.0 0.0 0.0
H 5.74784 -4.50165 -3.72435 0.0 0.0 0.0
H 3.38774 -0.25958 -1.50232 0.0 0.0 0.0
H 1.81361 -0.83786 -2.12003 0.0 0.0 0.0
H 3.19163 -0.66190 -3.24202 0.0 0.0 0.0
```
Forces are in eV/Å.

Structure (SMILES): CC(=O)OCCCCC[C@@H]1CC(=O)N[C@@H]1CC(=O)N(C)C.CCOS(C)(=O)=O.CCOS(C)(=O)=O
M (g/mol): 546.71
E_tot (Eh): -2483.65007
Orbital gap (eV): 10.000